1.
The following is a quantum chemistry calculation of an isolated ion of composition C5H10N3 and charge +1 at a distorted geometry, from the OMol25 dataset.

The HOMO-LUMO gap is 7.25 eV. As for the charge: +1. Its spin multiplicity is 1.

Cartesian coordinates (Å):
C1 1.29 -1.52 2.46
C2 0.05 -0.78 2.05
N1 0.50 -0.27 0.79
C3 -0.01 -0.83 -0.22
C4 0.08 -0.40 -1.65
C5 -0.24 0.82 -2.25
N2 -1.16 1.63 -1.67
N3 -1.41 2.79 -2.08
H1 1.14 -2.06 3.39
H2 2.07 -0.67 2.61
H3 1.42 -2.32 1.72
H4 0.16 0.07 2.80
H5 -0.85 -1.41 1.96
H6 -0.60 -1.75 0.00
H7 0.57 -1.05 -2.39
H8 0.16 1.17 -3.24
H9 -2.20 3.25 -1.51
H10 -0.96 3.33 -2.77

natural (NBO) atomic charge list, values in e, 2 entries: -0.600 -0.273

---

2.
The following is a quantum chemistry calculation of an isolated ion of composition C5H10N3 and charge +1 at a distorted geometry, from the OMol25 dataset.

The HOMO-LUMO gap is 10.55 eV. As for the charge: +1. Its spin multiplicity is 1.

Cartesian coordinates (Å):
N1 -0.19 0.89 1.95
C1 -0.01 1.85 0.86
C2 -0.47 1.26 -0.48
C3 -0.05 -0.17 -0.70
C4 0.81 -0.73 -1.57
N2 0.80 -2.09 -1.34
C5 -0.03 -2.36 -0.36
N3 -0.55 -1.21 0.04
H1 0.55 0.96 2.63
H2 -1.06 1.07 2.43
H3 -0.61 2.72 1.07
H4 1.04 2.08 0.71
H5 -0.06 1.83 -1.31
H6 -1.54 1.33 -0.67
H7 1.39 -0.27 -2.37
H8 1.30 -2.79 -1.88
H9 -0.22 -3.29 0.14
H10 -1.11 -1.09 0.87

natural (NBO) atomic charge list, values in e, 2 entries: -0.878 -0.215

---

3.
The following is a quantum chemistry calculation of an isolated ion of composition C5H10N3 and charge +1 at a distorted geometry, from the OMol25 dataset.

The HOMO-LUMO gap is 10.73 eV. As for the charge: +1. Its spin multiplicity is 1.

Cartesian coordinates (Å):
H1 -1.06 -0.41 3.08
N1 -0.95 -0.83 2.17
C1 -1.43 -0.22 1.17
C2 -0.96 -0.85 -0.14
C3 -1.02 0.32 -1.20
C4 0.27 1.14 -0.86
C5 1.12 0.07 -0.32
N2 2.48 0.26 -0.04
N3 0.54 -1.10 -0.15
H2 -2.20 0.54 1.05
H3 -1.52 -1.75 -0.36
H4 -1.96 0.92 -1.04
H5 -0.95 0.00 -2.24
H6 -0.06 1.63 0.10
H7 0.84 1.78 -1.54
H8 3.01 1.11 -0.19
H9 2.99 -0.68 0.06
H10 0.87 -1.92 0.44

natural (NBO) atomic charge list, values in e, 2 entries: 0.371 -0.581

---

4.
The following is a quantum chemistry calculation of a 2-piece molecular cluster, C5H10N3 overall at a distorted geometry, from the OMol25 dataset.

The HOMO-LUMO gap is 7.94 eV. As for the charge: +1. Its spin multiplicity is 1.

Cartesian coordinates (Å):
C1 -2.81 1.41 1.06
C2 -1.96 0.96 0.12
C3 -0.87 1.12 2.00
C4 1.33 0.81 -1.13
C5 0.61 -0.15 -0.34
N1 -2.10 1.57 2.22
N2 -0.85 0.71 0.78
N3 -0.11 -1.24 -1.11
H1 -3.75 1.90 1.01
H2 -1.80 1.03 -0.95
H3 -0.02 1.18 2.68
H4 0.66 1.68 -1.22
H5 1.53 0.47 -2.14
H6 2.26 1.20 -0.65
H7 1.13 -0.67 0.45
H8 -0.09 -0.92 -2.05
H9 0.27 -2.14 -0.95
H10 -1.09 -1.13 -0.75

natural (NBO) atomic charge list, values in e, 2 entries: -0.054 -0.218

---

5.
The following is a quantum chemistry calculation of an isolated ion of composition C5H10N3 and charge +1 at a distorted geometry, from the OMol25 dataset.

The HOMO-LUMO gap (spin up / spin down) is 6.78 / 8.60 eV. The expectation value of S² is 2.006. As for the charge: +1. Its spin multiplicity is 3.

Cartesian coordinates (Å):
C1 1.76 -0.34 0.12
C2 1.19 1.04 -0.29
C3 0.90 -1.52 0.07
C4 -1.14 0.81 -0.39
C5 -1.28 -0.62 -0.49
N1 -0.09 1.35 0.39
N2 -0.39 -1.57 0.00
N3 -2.21 0.02 0.41
H1 2.65 -0.42 -0.57
H2 2.31 -0.24 1.10
H3 1.92 1.81 0.07
H4 1.13 0.97 -1.38
H5 1.41 -2.36 -0.01
H6 -1.65 1.51 -1.08
H7 -0.34 2.28 0.53
H8 -0.96 -2.39 0.24
H9 -2.14 -0.26 1.46
H10 -3.09 -0.06 -0.18

natural (NBO) atomic charge list, values in e, 2 entries: -0.476 -0.233

---

6.
The following is a quantum chemistry calculation of an isolated ion of composition C5H10N3O2 and charge +1 at a distorted geometry, from the OMol25 dataset.

The HOMO-LUMO gap (spin up / spin down) is 6.10 / 6.46 eV. The expectation value of S² is 2.007. As for the charge: +1. Its spin multiplicity is 3.

Cartesian coordinates (Å):
C1 1.08 0.14 -0.04
C2 -0.70 -1.47 0.05
C3 0.81 0.98 1.08
C4 -1.90 0.61 -0.28
C5 2.32 0.43 -0.77
N1 0.36 -0.84 -0.37
N2 -1.87 -0.87 -0.33
N3 -0.74 -2.65 0.60
O1 -0.96 1.35 -0.50
O2 -3.04 1.03 0.22
H1 0.46 0.26 1.77
H2 1.80 1.41 1.36
H3 2.35 0.10 -1.87
H4 3.12 -0.12 -0.10
H5 2.62 1.40 -0.39
H6 -2.78 -1.30 -0.51
H7 -0.04 -3.03 1.23
H8 -1.63 -3.03 0.81
H9 0.12 1.79 1.17
H10 -3.02 1.95 0.45

natural (NBO) atomic charge list, values in e, 2 entries: 0.209 0.547

---

7.
The following is a quantum chemistry calculation of a 3-piece molecular cluster, C5H10N3O3 overall at a distorted geometry, from the OMol25 dataset.

The HOMO-LUMO gap (spin up / spin down) is 6.38 / 6.38 eV. As for the charge: -1. Its spin multiplicity is 1.

Cartesian coordinates (Å):
C1 0.95 -1.36 -0.43
C2 1.35 -0.58 0.81
C3 -0.39 -0.79 -0.91
C4 1.57 0.88 0.46
C5 -0.31 0.66 -0.98
N1 0.48 1.46 -0.38
N2 -1.98 1.67 -2.18
N3 -2.15 -1.20 2.57
O1 0.50 2.73 -0.45
O2 -2.44 -1.33 1.36
O3 -0.95 -1.10 2.92
H1 1.71 -1.25 -1.21
H2 0.84 -2.42 -0.20
H3 0.56 -0.68 1.56
H4 2.28 -0.98 1.24
H5 -0.68 -1.20 -1.88
H6 -1.19 -1.07 -0.19
H7 1.61 1.51 1.36
H8 2.50 1.03 -0.10
H9 -1.60 2.58 -1.92
H10 -2.65 1.42 -1.46

natural (NBO) atomic charge list, values in e, 2 entries: -0.375 -0.468

---

8.
The following is a quantum chemistry calculation of C5H10N3O3 as an isolated structure at a distorted geometry, from the OMol25 dataset.

The HOMO-LUMO gap (spin up / spin down) is 8.70 / 8.70 eV. As for the charge: +1. Its spin multiplicity is 1.

Cartesian coordinates (Å):
C1 -0.89 0.54 1.22
C2 0.01 1.70 1.50
C3 -0.05 0.14 -0.59
C4 0.02 -2.41 -0.21
C5 -0.10 -1.23 -1.18
N1 1.23 1.29 0.88
N2 1.21 0.52 -0.18
N3 -0.70 1.18 -1.47
O1 2.27 0.05 -0.56
O2 -0.38 2.32 -1.28
O3 -1.53 0.74 -2.17
H1 -0.65 -0.31 1.70
H2 -1.91 0.81 1.06
H3 -0.57 2.56 0.92
H4 0.18 1.82 2.49
H5 0.07 -3.43 -0.69
H6 -0.98 -2.61 0.34
H7 0.73 -2.53 0.51
H8 -0.92 -1.39 -1.83
H9 0.88 -1.38 -1.78
H10 2.08 1.62 1.31

natural (NBO) atomic charge list, values in e, 2 entries: -0.196 -0.303